{"formula": "C44H115N9O13", "method": "ωB97M-V with the def2-TZVPD basis set", "species": ["C", "O", "C", "C", "C", "N", "H", "H", "H", "H", "H", "H", "H", "H", "H", "H", "H", "C", "O", "C", "C", "C", "N", "H", "H", "H", "H", "H", "H", "H", "H", "H", "H", "H", "C", "O", "C", "C", "C", "N", "H", "H", "H", "H", "H", "H", "H", "H", "H", "H", "H", "C", "O", "C", "C", "C", "N", "H", "H", "H", "H", "H", "H", "H", "H", "H", "H", "H", "C", "O", "C", "C", "C", "N", "H", "H", "H", "H", "H", "H", "H", "H", "H", "H", "H", "C", "O", "C", "C", "N", "C", "C", "O", "C", "H", "H", "H", "H", "H", "H", "H", "H", "H", "H", "H", "H", "H", "H", "H", "C", "O", "C", "C", "N", "C", "C", "O", "C", "H", "H", "H", "H", "H", "H", "H", "H", "H", "H", "H", "H", "H", "H", "H", "C", "O", "C", "C", "N", "C", "C", "O", "C", "H", "H", "H", "H", "H", "H", "H", "H", "H", "H", "H", "H", "H", "H", "H", "C", "O", "C", "C", "N", "C", "C", "O", "C", "H", "H", "H", "H", "H", "H", "H", "H", "H", "H", "H", "H", "H", "H", "H"], "xyz": [[1.67, -5.60, -5.03], [0.85, -4.56, -4.62], [-0.05, -4.18, -5.63], [-0.99, -3.09, -5.16], [-1.85, -3.63, -4.04], [-1.90, -2.69, -6.26], [2.27, -5.86, -4.16], [2.39, -5.35, -5.81], [1.11, -6.50, -5.29], [0.47, -3.85, -6.55], [-0.69, -5.03, -5.94], [-0.42, -2.21, -4.86], [-1.28, -4.19, -3.29], [-2.63, -4.31, -4.43], [-2.47, -2.88, -3.56], [-1.33, -2.30, -7.01], [-2.29, -3.55, -6.65], [0.73, 0.38, 5.23], [0.03, 0.64, 6.44], [0.85, 1.28, 7.40], [0.13, 1.43, 8.73], [-0.83, 2.57, 8.83], [1.18, 1.65, 9.79], [1.43, -0.46, 5.30], [1.28, 1.27, 4.90], [-0.02, 0.14, 4.47], [1.76, 0.67, 7.56], [1.24, 2.24, 7.03], [-0.37, 0.48, 8.95], [-0.34, 3.49, 8.50], [-1.24, 2.69, 9.82], [-1.64, 2.44, 8.09], [0.92, 1.10, 10.62], [2.07, 1.23, 9.54], [1.04, -2.21, -1.91], [0.93, -1.01, -1.19], [-0.06, -0.17, -1.72], [-0.36, 1.01, -0.86], [-0.85, 0.57, 0.54], [-1.35, 1.91, -1.51], [1.14, -2.01, -2.99], [0.11, -2.81, -1.87], [1.91, -2.78, -1.60], [0.15, 0.13, -2.76], [-1.00, -0.76, -1.82], [0.57, 1.55, -0.65], [-1.39, 1.33, 1.08], [-0.01, 0.24, 1.16], [-1.46, -0.34, 0.44], [-2.32, 1.63, -1.25], [-1.31, 2.73, -0.89], [0.30, -6.34, -2.04], [1.33, -6.56, -1.11], [1.39, -5.69, -0.01], [2.85, -5.62, 0.36], [3.50, -6.99, 0.41], [3.02, -4.93, 1.66], [-0.70, -6.38, -1.58], [0.35, -7.08, -2.84], [0.41, -5.37, -2.54], [1.02, -4.68, -0.22], [0.80, -6.10, 0.83], [3.35, -5.02, -0.40], [4.54, -6.96, 0.75], [3.49, -7.52, -0.55], [2.94, -7.61, 1.13], [4.01, -4.69, 1.75], [2.98, -5.67, 2.38], [3.16, 3.13, 2.13], [2.89, 1.82, 2.57], [3.14, 0.86, 1.57], [2.82, -0.53, 2.09], [3.64, -0.89, 3.32], [3.19, -1.52, 1.04], [2.57, 3.35, 1.22], [4.21, 3.31, 1.92], [2.81, 3.77, 2.93], [2.49, 1.06, 0.70], [4.19, 0.90, 1.23], [1.76, -0.61, 2.35], [3.43, -0.29, 4.20], [4.71, -0.77, 3.10], [3.48, -1.95, 3.55], [2.56, -1.31, 0.24], [2.95, -2.47, 1.32], [1.87, 3.14, -7.12], [1.81, 2.27, -6.05], [3.05, 2.03, -5.41], [2.79, 1.16, -4.19], [4.04, 0.97, -3.48], [3.89, 0.09, -2.34], [5.17, -0.17, -1.64], [6.02, -0.88, -2.51], [7.19, -1.29, -1.85], [2.25, 4.12, -6.81], [0.88, 3.30, -7.53], [2.56, 2.77, -7.90], [3.49, 2.99, -5.08], [3.74, 1.54, -6.12], [2.42, 0.19, -4.58], [2.01, 1.65, -3.61], [4.75, 0.61, -4.12], [3.49, -0.89, -2.67], [3.16, 0.49, -1.64], [4.99, -0.77, -0.74], [5.64, 0.76, -1.30], [6.93, -1.92, -0.98], [7.77, -0.44, -1.48], [7.76, -1.90, -2.55], [-0.13, -3.03, 2.77], [0.10, -2.69, 4.11], [-1.02, -2.92, 4.91], [-0.63, -2.77, 6.34], [-1.70, -3.18, 7.22], [-1.28, -3.14, 8.63], [-2.38, -3.66, 9.55], [-2.08, -3.22, 10.86], [-3.08, -3.59, 11.78], [0.74, -2.80, 2.17], [-0.97, -2.46, 2.34], [-0.30, -4.11, 2.66], [-1.43, -3.92, 4.68], [-1.82, -2.20, 4.65], [-0.39, -1.71, 6.54], [0.29, -3.30, 6.57], [-2.52, -2.60, 7.09], [-1.11, -2.09, 8.93], [-0.38, -3.74, 8.75], [-2.45, -4.75, 9.49], [-3.34, -3.26, 9.17], [-4.01, -3.06, 11.56], [-2.73, -3.39, 12.78], [-3.30, -4.67, 11.73], [-3.52, -2.41, -1.02], [-4.18, -1.21, -0.72], [-4.37, -0.47, -1.89], [-5.09, 0.80, -1.51], [-4.33, 1.55, -0.49], [-5.05, 2.69, 0.05], [-4.23, 3.34, 1.11], [-4.29, 2.48, 2.22], [-3.38, 2.89, 3.21], [-3.61, -3.07, -0.16], [-2.47, -2.26, -1.31], [-3.98, -2.91, -1.88], [-5.00, -1.00, -2.61], [-3.40, -0.24, -2.36], [-6.07, 0.46, -1.11], [-5.24, 1.47, -2.36], [-4.06, 0.88, 0.24], [-6.02, 2.38, 0.50], [-5.24, 3.36, -0.79], [-4.62, 4.32, 1.41], [-3.21, 3.50, 0.74], [-3.73, 2.47, 4.15], [-3.28, 3.97, 3.33], [-2.41, 2.43, 3.01], [-4.22, 8.24, -8.80], [-3.44, 8.00, -7.65], [-3.21, 9.19, -6.88], [-2.40, 8.78, -5.70], [-1.07, 8.33, -6.14], [-0.37, 7.56, -5.09], [-0.98, 6.18, -4.83], [-0.09, 5.44, -4.04], [-0.31, 4.04, -4.15], [-4.72, 7.32, -9.12], [-3.56, 8.52, -9.64], [-4.97, 9.02, -8.67], [-4.19, 9.57, -6.57], [-2.63, 9.92, -7.47], [-2.91, 8.03, -5.09], [-2.22, 9.65, -5.06], [-1.23, 7.63, -6.87], [-0.39, 8.14, -4.17], [0.66, 7.36, -5.38], [-1.18, 5.69, -5.79], [-1.94, 6.25, -4.31], [-1.13, 3.77, -3.48], [0.60, 3.55, -3.82], [-0.45, 3.68, -5.17]], "homo_lumo_gap_ev": 9.22, "e_above_lowest_kcal_mol": 1.4, "smiles": "COC[C@H](C)N.COC[C@H](C)N.COC[C@H](C)N.COC[C@H](C)N.COC[C@H](C)N.COCCNCCOC.COCCNCCOC.COCCNCCOC.COCCNCCOC"}